(1)
The following is a DFT calculation (wB97M-V/def2-TZVPD) of a cluster of 14 separate species, C60H108F8O42 in total at a distorted geometry.

XYZ file:
```
218
Properties=species:S:1:pos:R:3:mulliken_charge:R:1
H 0.750 -7.912 -6.557 0.33
H 4.019 4.622 -5.031 0.34
H 2.755 0.342 1.926 -0.42
H 2.271 -4.295 -0.973 -0.53
H -1.360 -2.033 1.115 -0.49
C 3.324 -4.065 -0.899 0.27
H 4.533 -4.972 -3.960 0.32
O 0.269 -4.629 4.754 0.27
C -5.251 5.118 -0.493 -0.58
C -3.479 6.377 3.615 0.56
O -3.975 -1.222 4.748 -0.51
H -5.506 5.435 -1.561 0.19
H -1.632 -2.934 -0.403 0.53
H -2.705 0.940 -0.484 0.32
H -3.622 -0.750 2.791 -0.22
H -3.861 -2.266 -0.420 -0.26
C 1.197 -0.740 3.017 1.70
H -2.292 -7.436 -4.986 0.41
H -2.003 1.037 2.025 -0.66
C 0.431 -5.926 4.697 0.35
F 1.286 -1.701 4.030 -0.20
H -0.186 -3.784 2.584 -0.37
H -2.352 8.756 -0.666 0.31
C -2.510 11.355 -0.098 -0.78
C -2.576 9.088 0.376 -0.95
H -3.080 3.992 4.466 0.23
C -4.761 -6.146 2.234 0.26
H -3.446 5.659 2.788 -0.39
H 0.199 4.697 3.603 -0.30
H -0.534 4.554 -3.433 -0.25
F 1.311 3.083 -4.166 -0.12
C -4.962 -4.775 0.440 0.53
H 2.636 0.737 -0.420 0.13
H 1.264 -2.663 -4.187 0.03
O -0.416 -8.016 -4.784 -0.23
H -1.817 4.501 5.676 0.27
H -0.515 -9.001 -6.750 0.33
O 3.847 -2.014 -0.042 -0.25
H -0.607 -4.815 1.130 -0.34
H 0.064 -1.889 -1.582 -0.39
F -0.479 -7.079 -0.613 -0.39
H 5.568 3.811 -4.644 0.53
C 0.680 6.603 4.330 0.04
C 2.360 -7.306 -0.150 0.17
O -6.117 6.066 1.804 -0.29
C -1.325 -7.002 -5.146 -0.76
C -2.923 1.468 1.582 2.29
C 0.142 -4.094 1.558 0.72
C 2.943 6.073 4.218 0.54
H -0.232 1.523 -0.755 -1.27
H 3.790 0.268 -6.695 0.34
O -3.889 5.285 -0.252 0.11
C 0.797 -4.557 -5.238 -0.89
O 3.778 -2.608 2.153 -0.48
O 1.978 1.349 3.604 -0.43
O 5.146 -6.433 4.404 -0.39
H 1.427 -3.369 5.799 0.12
H -3.400 3.245 -0.422 -0.18
H 0.915 -1.196 2.080 -1.47
C 3.854 -2.879 0.978 0.19
H -7.229 5.809 0.057 0.36
C -0.905 -2.376 0.165 -0.94
H 2.164 2.031 -1.531 -0.67
C -4.072 -1.202 -0.629 -0.43
H 4.241 3.009 -1.663 -0.12
H -2.636 -2.090 5.937 0.27
F 2.581 -1.935 -1.891 0.04
C 4.656 3.571 -2.476 -0.58
C 0.633 1.421 3.653 0.20
H -2.606 -5.739 2.172 -0.17
O 5.778 -1.058 -4.515 -0.11
H -1.979 -0.655 4.938 0.12
C 3.654 -2.586 -1.309 0.57
C -4.214 -0.443 3.581 -0.23
H -6.980 4.074 1.852 0.35
H -1.181 -6.761 -6.249 0.38
H -1.454 4.553 -4.940 0.28
C 1.814 1.467 -0.656 -0.46
C -3.907 1.020 3.788 -0.37
O 3.694 -4.120 0.508 -0.15
C 1.312 -7.252 -2.187 0.17
H -4.711 1.478 4.336 0.43
C -0.995 -5.759 -4.195 -0.75
H -0.240 -3.693 6.586 0.23
C 6.677 -2.102 -4.453 -0.84
H -2.308 7.110 0.952 0.23
C 0.327 5.411 -0.995 0.12
O -5.629 -5.302 1.514 -0.34
O 4.418 -5.133 6.100 -0.59
H 0.057 7.414 3.950 0.10
H 0.584 -7.965 -2.625 0.25
C 4.280 -5.500 4.976 0.46
H 1.100 -4.543 1.551 -0.46
H -5.266 4.255 2.008 0.13
O -2.126 8.292 2.669 -0.42
O -3.556 -0.565 0.494 -0.05
C 3.832 -4.685 -4.720 -0.97
H 0.388 6.236 5.336 0.22
C 1.738 -3.466 -4.779 -0.35
H -3.601 4.975 5.844 0.34
C 3.408 -6.091 3.000 0.74
H 2.008 -3.010 -5.758 0.33
F 5.718 -5.842 2.374 -0.33
O 0.373 -0.363 -0.221 1.06
H 3.207 2.392 -5.694 0.13
H 3.642 2.446 0.973 0.31
H -5.825 7.044 0.138 0.32
C -3.441 -6.095 1.493 0.18
O 3.301 -5.238 4.148 -0.04
C -6.170 4.716 2.303 -0.73
H -5.175 -0.455 3.145 0.44
H -5.476 4.066 -0.492 0.51
C 0.197 -8.632 -5.953 -0.88
C -3.144 4.213 -0.880 -0.43
F -4.582 -5.678 3.535 -0.27
O -0.024 2.407 3.814 -0.38
O -1.920 10.282 0.682 -0.34
C 0.880 5.476 3.398 0.95
H -3.394 8.425 4.262 0.31
H -3.102 -7.067 1.134 0.30
H 3.247 -0.262 3.548 0.63
H -4.203 8.119 2.686 0.24
H -2.521 2.489 1.271 -1.20
H 2.912 3.669 -0.035 0.41
C 2.460 0.124 2.960 0.32
H -4.432 6.243 4.127 0.44
C 1.127 -5.425 6.834 0.34
H 4.340 3.143 -6.851 0.43
H 4.449 -4.165 -5.548 0.08
O -3.981 1.742 2.503 -0.32
C -1.961 8.048 1.316 0.14
H -1.609 -4.950 -4.493 0.61
H 0.665 6.387 -1.294 0.50
H -3.739 -0.900 -1.636 0.29
H 2.691 -6.909 3.129 0.33
H 0.459 3.370 -5.876 0.32
F 0.729 5.841 2.065 -0.29
H 2.532 3.559 1.743 -0.08
O -2.189 0.783 -3.987 -0.47
O -2.492 5.973 4.535 -0.27
H 2.175 -5.502 7.172 0.20
O -1.061 5.431 -1.239 -0.78
O 2.207 4.980 3.685 -0.35
H 5.702 3.165 -2.480 0.36
F 0.282 -5.587 7.993 -0.37
C 2.718 3.065 0.809 -1.02
H -3.605 11.376 -0.095 0.29
H 0.839 4.562 -1.552 -0.26
C -0.931 3.902 -4.219 0.15
H 3.371 -5.573 -5.125 0.29
C 4.827 -6.571 3.095 0.38
O -1.875 2.988 -3.695 -0.22
C 5.424 -0.762 -5.859 -0.43
C 0.132 3.130 -4.889 0.15
O 3.110 -7.683 0.727 -0.54
O 0.209 -6.609 3.778 -0.48
O 3.964 3.147 -3.614 0.11
H -1.344 -0.875 -1.264 0.49
H -1.251 -6.064 -3.213 0.18
O 0.901 -6.466 5.930 -0.42
C -3.319 7.859 3.328 -0.71
H -1.091 3.484 -0.784 -0.92
H -2.974 1.193 4.296 0.33
H -3.291 4.185 -1.962 0.48
O -3.643 -5.096 0.435 -0.13
H 1.385 -5.113 -5.984 0.23
H -5.175 -1.146 -0.537 0.33
H -0.122 -4.108 -5.707 0.49
O -5.517 -4.146 -0.389 -0.52
C 4.495 3.682 -4.769 -0.88
C -1.681 4.367 -0.543 1.57
C 0.665 -4.145 6.097 -0.28
H 4.996 -1.720 -6.279 0.28
H 3.874 -4.757 -1.548 0.44
H 1.788 -6.664 -2.993 -0.17
C -6.166 6.042 0.343 -0.82
H 3.228 -5.602 2.069 -0.97
O 2.864 -3.926 -4.068 0.56
H 0.922 -9.386 -5.649 0.30
H -2.230 12.348 0.340 0.26
C 0.587 -6.410 -1.103 0.41
H 4.623 -2.388 -1.786 -0.32
O 1.426 -6.307 -0.011 0.37
C 0.533 0.788 -1.024 0.06
H 6.263 -0.342 -6.443 0.30
C -1.550 1.746 -4.183 0.46
H -2.224 -2.202 4.193 0.08
O 1.608 2.246 0.518 0.88
H 4.793 4.622 -2.344 0.37
O 2.340 -7.883 -1.392 -0.39
H 7.723 -1.774 -4.669 0.26
H 0.508 0.549 -2.077 0.52
C -2.636 -1.572 4.980 -0.20
H 3.736 0.456 -4.993 0.15
H -0.860 8.029 1.130 0.17
C 4.423 0.361 -5.820 -0.18
C -2.745 4.772 5.170 -0.77
H 0.334 -5.386 -1.404 0.20
C -3.409 0.776 0.301 -1.19
O 0.133 0.187 3.409 0.10
H -6.102 4.603 3.352 0.45
C 4.200 2.752 -5.840 -0.47
O 5.093 1.631 -5.788 -0.40
H -3.579 9.265 0.479 0.64
O 0.332 -5.379 -4.203 0.12
H 4.949 -7.618 2.707 0.35
O 4.063 6.029 4.564 -0.51
O 0.289 -3.040 0.600 1.32
H -2.220 11.264 -1.172 0.29
H 6.522 -2.851 -5.216 0.37
H 6.566 -2.554 -3.458 0.17
O 2.081 7.084 4.434 -0.41
H 0.529 5.235 0.110 -0.13
O -0.414 1.853 -5.005 -0.33
H -4.273 1.298 -0.034 0.93
H -5.338 -7.079 2.404 0.21
C -0.501 -1.314 -0.837 -0.51
H -1.626 4.590 0.544 0.25
```

The value obtained for the HOMO-LUMO gap is 0.338 hartree. The maximum force comes out at 3.50 eV/A. As for the highest occupied orbital energy: -9.230 eV. The value obtained for the lowest unoccupied orbital energy is 0.0 eV. The calculated total energy comes out at -171695.05894 eV. As for the spin multiplicity: 1.



(2)
The following is a DFT calculation (wB97M-V/def2-TZVPD) of a cluster of 15 separate species, C60H120O30S15 in total at a distorted geometry.

XYZ file:
```
225
Properties=species:S:1:pos:R:3:mulliken_charge:R:1
C -1.411 3.410 -9.124 -1.21
S 2.225 6.685 -9.898 0.81
O -2.185 11.996 -6.206 -0.68
H -3.860 15.184 -3.615 0.30
C -5.731 6.148 -6.835 -0.75
C 1.369 -1.265 -4.829 -0.39
H -2.882 2.187 -4.448 0.56
H 2.293 10.304 -10.274 0.22
C -6.048 7.509 -6.157 -0.83
C 3.551 10.611 -2.173 -0.58
O -6.795 4.073 -5.510 -0.77
H -2.687 -1.105 -1.997 0.32
H 6.276 9.792 -2.546 0.36
O 7.520 3.992 -4.939 -0.69
H 2.126 10.389 0.788 0.08
C 2.869 5.320 -0.994 -0.27
C -5.385 5.996 -4.266 -1.16
C -4.248 10.429 -13.169 -0.42
S -6.188 6.182 0.669 1.13
H 2.048 5.078 -13.322 0.41
C 0.514 4.132 -1.235 -1.05
C 0.371 7.196 -5.621 -0.52
H -3.713 14.737 -0.623 0.33
C -0.384 10.541 -10.997 0.02
C 1.010 13.488 -7.510 -0.01
H -4.811 5.487 -3.492 0.50
C -5.125 8.393 -0.382 -0.40
H 2.687 7.292 -12.135 0.55
H 2.875 4.547 -8.956 0.50
C 3.330 13.167 2.479 -0.90
C 5.243 3.106 -5.998 -0.79
H -6.399 6.032 -3.867 0.46
H 2.982 14.036 3.037 0.45
C 2.601 4.402 -11.330 -0.90
C -0.536 13.617 -7.534 -1.07
C -7.083 7.661 1.238 -0.67
H -6.361 5.927 -7.698 0.70
H 1.205 14.239 -5.493 0.45
S -5.510 4.773 -5.604 1.09
H 0.229 12.434 -10.097 0.10
C -3.540 1.529 -3.881 -0.83
C -3.922 -0.004 -4.340 -0.53
H -4.146 8.869 -0.336 0.20
H -4.100 -0.638 -1.033 0.47
H -0.134 6.125 -0.926 -0.58
H 1.785 12.595 -12.617 0.36
C 1.821 6.720 -11.803 -0.39
H 2.906 11.278 -12.527 0.42
C 4.712 8.567 -3.489 -0.43
H -2.039 7.846 -13.192 0.43
H -0.381 9.495 -10.690 0.32
H -1.256 14.271 -2.525 0.23
H 5.317 8.202 -4.319 0.56
O -1.635 1.412 -2.032 -0.54
H 2.338 3.349 -11.428 0.48
C 0.433 5.361 -0.394 0.29
O -4.179 4.212 -5.787 -0.28
C 0.396 -0.172 -4.023 -0.31
C -4.192 14.567 -2.780 -0.54
H -3.060 5.160 -11.162 0.40
H -7.109 7.700 -5.994 0.36
H -3.786 9.047 -14.971 0.34
H -3.513 5.978 -9.611 0.04
S 0.528 10.647 -12.603 1.25
H -1.808 9.725 -4.571 0.90
H 1.257 -2.235 -6.809 0.51
H -4.083 7.272 -5.261 -0.26
S -0.173 -0.409 -6.728 1.07
H -1.298 11.114 -11.153 0.06
H 7.725 1.245 -4.807 0.37
H -1.438 5.502 -8.543 -0.33
C 6.676 1.486 -4.632 -0.87
S -3.944 3.603 -9.764 1.14
C 4.566 9.772 -1.383 -0.07
H -4.948 12.383 -2.872 0.63
H 1.077 0.547 -3.567 -0.05
C 2.334 4.819 -9.862 0.01
C 0.380 12.293 -5.379 -0.12
H -0.708 14.683 -7.687 0.40
H 3.099 12.177 4.315 0.30
O 2.793 2.561 -1.223 -0.76
H -3.477 10.875 -12.541 0.11
H 2.704 6.151 -1.680 -0.35
O 3.554 7.176 -9.832 -0.64
H -0.783 5.300 -10.149 -0.61
S -1.199 12.993 -5.914 1.43
H -2.656 1.774 -8.434 0.58
H -1.304 13.960 -0.795 0.44
H -0.566 3.194 -8.470 0.62
O 2.296 4.003 -3.332 -0.31
H -5.444 10.489 -11.291 0.41
C -3.565 -0.460 -1.965 -0.77
H -2.942 -0.419 -4.577 0.24
H 1.761 -2.073 -4.211 0.51
H 6.631 1.474 -3.543 0.40
H 0.715 4.888 -12.211 0.19
H -7.305 7.429 2.280 0.40
O 2.313 9.555 -4.382 -0.25
H 3.772 1.864 -4.737 0.04
H 4.795 12.151 3.835 0.33
C 1.932 11.612 -12.169 -0.96
S -0.723 7.942 -3.265 0.23
H 4.793 4.077 -6.205 0.49
O -3.239 11.927 -0.788 -0.59
O -1.498 -0.913 -7.077 -0.68
H 2.395 12.869 -5.911 0.50
C 5.510 0.765 -5.440 -0.81
H -5.356 8.126 -4.218 0.31
O -1.964 7.214 -2.906 -0.14
H 5.105 -0.158 -5.025 0.41
C -1.917 14.030 -1.693 -0.44
H 1.334 7.684 -5.769 0.05
O -7.035 5.189 -0.021 -0.67
H -5.621 8.240 -6.844 0.35
C 3.774 12.051 3.468 -0.55
H 0.526 11.449 -6.052 -0.17
O -3.986 2.165 -1.355 -0.62
H -4.913 10.918 -13.881 0.37
S -2.710 12.402 -2.010 0.55
H -3.511 7.351 -13.661 0.50
H 3.670 4.354 -11.540 0.32
O -1.428 14.165 -5.071 -0.76
H 2.471 10.498 -2.075 0.24
C -5.124 7.348 -4.945 0.26
S -3.992 8.314 -11.549 1.01
O -1.861 11.478 -2.730 -0.26
H -5.221 14.843 -2.553 0.29
H -0.295 5.290 0.414 0.56
O -0.150 11.575 -13.427 -0.74
H -1.041 2.827 -9.968 0.22
C -2.951 5.169 -10.078 -0.42
H -0.142 8.923 -6.701 0.02
H 1.272 6.536 -3.647 -0.48
H -1.334 0.346 -4.961 -1.47
C -1.554 4.939 -9.469 1.12
C 1.745 5.237 -12.287 -0.57
H -4.566 0.071 -5.216 0.46
C 4.388 1.851 -5.636 -0.11
O -3.090 8.824 -10.481 -0.42
H 0.111 1.570 -5.388 0.69
H 5.168 10.378 -0.705 0.23
S -3.103 1.320 -2.125 1.06
H -7.989 7.793 0.647 0.32
H 0.463 12.003 -4.331 0.56
H 4.370 10.492 1.802 0.15
H -2.843 3.179 -7.511 -0.10
H -5.299 6.667 -1.492 -0.71
C 0.532 11.388 -10.049 -0.22
H 3.858 9.204 -0.779 0.00
H 4.188 13.454 1.871 0.38
H 0.311 3.287 -0.577 0.57
H 1.783 4.939 0.995 0.40
H -5.424 -0.103 -2.939 0.32
H 0.016 5.615 -4.252 0.37
O 0.698 13.100 2.091 -0.66
H 4.077 7.750 -3.146 -0.20
H -3.678 12.860 -4.053 -0.02
H 0.523 11.121 -8.993 0.12
C 0.684 -1.825 -5.977 -0.85
H 1.582 14.401 -7.676 0.52
C 1.394 13.291 -5.995 -1.18
H 0.854 7.183 -11.997 -0.13
O 1.179 9.391 -13.086 -0.63
H 1.345 4.419 -9.640 -0.40
O -5.402 5.733 1.833 -0.69
C -5.896 8.604 0.951 -0.95
H 1.469 10.466 2.263 0.37
C 3.620 10.765 2.545 -0.49
H 3.798 1.471 -6.470 0.36
H -6.256 9.625 1.080 0.50
H -6.029 9.386 -12.525 0.40
H 6.002 0.325 -6.307 0.37
S 3.637 10.074 -3.925 0.79
O 0.596 0.255 -7.764 -0.60
H -4.458 2.111 -3.966 0.36
C -3.052 8.245 -13.237 -0.86
H -2.491 9.920 -14.358 0.26
S 1.911 12.697 1.401 1.18
O -5.122 3.892 -9.035 -0.56
H 3.596 9.922 3.235 0.37
C 1.934 11.290 -10.569 -0.87
O -3.958 2.790 -10.992 -0.71
C -5.128 9.813 -12.086 -0.86
H 0.330 6.400 -6.364 0.67
H 3.950 5.238 -0.876 0.66
H 2.297 -0.788 -5.146 -0.10
C -3.275 14.795 -1.619 -0.86
H 2.511 12.117 -10.156 0.53
H -5.525 8.790 -1.315 0.17
O 2.184 13.043 0.005 -0.59
C 1.874 5.603 0.136 -0.72
C -0.927 9.088 -4.651 -0.35
H -0.297 4.029 -1.956 0.42
S 6.287 3.355 -4.655 0.96
O 5.595 3.668 -3.384 -0.48
H -2.964 15.837 -1.542 0.43
C -0.284 0.588 -5.127 0.87
O 1.134 7.247 -9.067 -0.10
H -4.797 6.299 -7.376 -0.01
H -4.729 -1.722 -3.333 0.39
H 1.598 12.800 -8.117 -0.17
H -5.132 8.639 1.728 0.38
S 2.255 3.769 -1.871 1.10
C -0.636 8.363 -5.907 0.00
H -0.121 -2.528 -5.762 0.31
O 4.492 10.894 -4.772 -0.72
H -0.128 9.760 -4.338 -0.37
O 0.243 8.400 -2.208 -0.39
C -4.089 13.028 -3.058 -0.47
C -4.976 6.894 -0.476 0.50
H -0.150 -0.691 -3.236 0.20
H -3.999 6.424 -0.362 0.49
C 0.323 6.658 -4.171 -0.12
O -4.774 7.073 -11.413 -0.68
C 2.305 10.914 1.726 -0.40
C -2.682 2.858 -8.540 -0.20
C -4.514 -0.673 -3.129 -0.64
H -1.024 13.051 -8.327 0.37
C 5.531 9.042 -2.278 -0.93
H -1.485 7.734 -6.174 -0.05
H 6.021 2.834 -6.713 0.34
C -3.401 9.423 -14.023 -0.54
H 6.173 8.248 -1.897 0.45
H 3.753 11.680 -2.116 0.48
H 1.873 6.661 0.398 0.20
```

The value obtained for the HOMO-LUMO gap is 0.355 hartree. The maximum force comes out at 5.12 eV/A. As for the highest occupied orbital energy: -9.497 eV. The value obtained for the energy above the lowest of the compared OMol25 structures with the same formula, charge and spin is 246.2 kcal/mol. The value obtained for the lowest unoccupied orbital energy is 0.2 eV. The calculated total energy comes out at -288103.46069 eV. As for the spin multiplicity: 1.